# C5H13NOS

A cluster of 2 separate species, C5H13NOS in total in a non-equilibrium geometry (ωB97M-V with the def2-TZVPD basis set, the OMol25 dataset).

HOMO-LUMO gap = 3.368 eV
E_LUMO = -3.85 eV
HOMO = -7.22 eV
relative energy (zero: lowest compared OMol25 entry of this formula, charge and spin) = 196.3 kcal per mole
F_max = 3.32 eV Å⁻¹

Geometry as ORCA input:
```
! wB97M-V def2-TZVPD RIJCOSX def2/J DEFGRID3
* xyz 0 1
C 1.125 -0.804 -0.450
C 2.333 -0.009 -1.043
S 3.441 0.642 0.251
C 0.135 -0.023 0.511
N -1.116 0.562 -0.038
C -2.173 -0.267 -0.541
C -3.353 -0.054 0.406
O -4.527 -0.481 -0.276
H 0.401 -1.094 -1.297
H 1.493 -1.695 0.009
H 2.002 0.876 -1.698
H 2.894 -0.599 -1.843
H 4.668 0.380 3.716
H 4.320 0.998 3.960
H 0.078 -0.559 1.533
H 0.801 0.853 0.820
H -2.463 0.098 -1.501
H -2.103 -1.485 -0.605
H -3.118 -0.863 1.182
H -3.517 0.954 0.744
H -4.886 -1.261 0.140
*
```

Results of the Mulliken charge analysis, in e, for atoms 1 through 8: -0.537 -0.706 -0.248 -0.335 -0.240 -0.198 -0.510 -0.508

***

# C5H13NP

The ion C5H13NP with charge +1 in a non-equilibrium geometry (ωB97M-V with the def2-TZVPD basis set, the OMol25 dataset).

HOMO-LUMO gap = 7.388 eV
E_LUMO = -5.67 eV
HOMO = -13.05 eV
relative energy (zero: lowest compared OMol25 entry of this formula, charge and spin) = 65.1 kcal per mole
F_max = 2.91 eV Å⁻¹

Geometry as ORCA input:
```
! wB97M-V def2-TZVPD RIJCOSX def2/J DEFGRID3
* xyz 1 1
C -1.886 0.212 -0.196
C -1.317 1.532 -0.242
C -2.036 -0.468 1.159
C 2.511 -0.539 -0.924
C 1.174 -0.611 -0.130
N 1.017 0.210 1.079
P -0.347 -0.506 -1.281
H -2.773 0.031 -0.971
H -0.791 1.994 0.592
H -2.434 0.335 1.858
H -2.841 -1.240 1.069
H -1.129 -1.134 1.399
H 3.396 -0.595 -0.231
H 2.650 -1.415 -1.581
H 2.791 0.370 -1.630
H 1.197 -1.653 0.172
H 1.098 -0.343 1.898
H -1.505 2.105 -1.093
H 1.284 1.154 1.036
H -0.060 0.562 -1.985
*
```

Results of the Mulliken charge analysis, in e, for atoms 1 through 8: 0.524 -0.896 -0.995 -1.359 0.166 -0.427 0.079 0.399

***

# C5H13NP

The ion C5H13NP with charge +1 in a non-equilibrium geometry (ωB97M-V with the def2-TZVPD basis set, the OMol25 dataset).

HOMO-LUMO gap = 10.292 eV
E_LUMO = -3.22 eV
HOMO = -13.51 eV
relative energy (zero: lowest compared OMol25 entry of this formula, charge and spin) = 48.0 kcal per mole
SMILES = C/C=C(\P)[NH+](C)C
F_max = 5.08 eV Å⁻¹

Geometry as ORCA input:
```
! wB97M-V def2-TZVPD RIJCOSX def2/J DEFGRID3
* xyz 1 1
C -1.866 -1.612 -1.425
C -0.616 -0.978 -0.939
C -0.271 -0.071 0.095
P -1.302 0.466 1.510
N 1.135 0.356 0.076
C 1.124 1.740 -0.387
C 1.723 0.191 1.425
H -2.142 -2.458 -0.714
H -1.759 -1.824 -2.489
H -2.608 -0.919 -1.158
H 0.280 -1.227 -1.562
H -1.407 -0.808 2.159
H -2.481 0.497 0.664
H 1.502 -0.303 -0.700
H 1.944 2.249 -0.112
H 0.986 2.033 -1.471
H 0.230 2.221 -0.011
H 1.485 -0.799 1.739
H 2.762 0.279 1.263
H 1.280 0.965 2.037
*
```

Results of the Mulliken charge analysis, in e, for atoms 1 through 8: -1.167 -0.238 0.142 -0.031 -0.027 -0.816 -1.019 0.314

***

# C5H13NS

The ion C5H13NS with charge -1 in a non-equilibrium geometry (ωB97M-V with the def2-TZVPD basis set, the OMol25 dataset).

HOMO-LUMO gap (alpha / beta) = 4.754 / 6.131 eV
E_LUMO (alpha / beta) = 3.44 / 3.42 eV
HOMO (alpha / beta) = -1.31 / -2.71 eV
relative energy (zero: lowest compared OMol25 entry of this formula, charge and spin) = 11.7 kcal per mole
F_max = 1.87 eV Å⁻¹
⟨S²⟩ = 0.76

Geometry as ORCA input:
```
! wB97M-V def2-TZVPD RIJCOSX def2/J DEFGRID3
* xyz -1 2
C -0.125 2.601 0.608
N -0.495 1.253 0.173
C 0.241 0.089 0.592
C -0.180 -1.101 -0.290
C 0.329 -1.036 -1.722
S 0.077 -2.718 -2.812
C 0.047 -0.201 2.073
H 0.888 2.807 0.252
H -0.784 3.310 0.110
H -0.316 2.725 1.672
H -0.815 1.278 -0.784
H 1.321 0.188 0.384
H 0.272 -2.010 0.130
H -1.259 -1.262 -0.216
H -0.156 -0.204 -2.247
H 1.410 -0.907 -1.757
H -0.372 -3.939 -3.403
H 0.175 0.684 2.694
H -0.983 -0.543 2.217
H 0.724 -1.016 2.326
*
```

Results of the Mulliken charge analysis, in e, for atoms 1 through 8: -0.966 -0.314 0.642 -0.831 -0.795 -0.647 -1.385 0.313

***

# C5H13NS

An isolated molecule of C5H13NS in a non-equilibrium geometry (ωB97M-V with the def2-TZVPD basis set, the OMol25 dataset).

HOMO-LUMO gap = 9.183 eV
E_LUMO = 0.92 eV
HOMO = -8.26 eV
relative energy (zero: lowest compared OMol25 entry of this formula, charge and spin) = 34.7 kcal per mole
SMILES = CCN[C@H](C)CS
F_max = 3.50 eV Å⁻¹

Geometry as ORCA input:
```
! wB97M-V def2-TZVPD RIJCOSX def2/J DEFGRID3
* xyz 0 1
C -0.759 2.791 -0.768
C -1.005 1.419 -1.401
N 0.056 0.509 -0.908
C 0.510 0.263 0.487
C 1.872 0.930 0.917
C 0.778 -1.281 0.442
S -0.755 -2.337 0.484
H 0.247 3.257 -0.944
H -0.862 2.764 0.313
H -1.332 3.606 -1.230
H -1.963 1.058 -1.077
H -0.859 1.413 -2.478
H -0.024 -0.293 -1.555
H -0.271 0.608 1.169
H 2.525 1.120 0.087
H 2.399 0.127 1.452
H 1.609 1.686 1.651
H 1.169 -1.453 1.451
H 1.421 -1.694 -0.318
H -0.634 -2.701 1.774
*
```

Results of the Mulliken charge analysis, in e, for atoms 1 through 8: -1.151 -0.289 -0.383 0.642 -1.484 -1.263 -0.215 0.276

***

# C5H13NS

A cluster of 2 separate species, C5H13NS in total in a non-equilibrium geometry (ωB97M-V with the def2-TZVPD basis set, the OMol25 dataset).

HOMO-LUMO gap = 8.621 eV
E_LUMO = 0.65 eV
HOMO = -7.97 eV
relative energy (zero: lowest compared OMol25 entry of this formula, charge and spin) = 28.4 kcal per mole
SMILES = C=C(C)N.CCS
F_max = 1.93 eV Å⁻¹

Geometry as ORCA input:
```
! wB97M-V def2-TZVPD RIJCOSX def2/J DEFGRID3
* xyz 0 1
C -0.133 1.818 -0.528
C -0.631 1.573 0.684
C -1.941 2.126 1.171
N 0.091 0.759 1.638
H 0.811 1.369 -0.804
H -0.711 2.392 -1.237
H -2.379 2.765 0.408
H -2.661 1.337 1.391
H -1.692 2.713 2.060
H -0.534 0.452 2.381
H 0.824 1.303 2.076
C 0.905 -2.363 -2.060
C 1.032 -2.382 -0.520
S 2.017 -1.036 0.148
H 1.854 -1.997 -2.451
H 0.117 -1.659 -2.343
H 0.608 -3.308 -2.517
H 1.471 -3.316 -0.167
H 0.013 -2.319 -0.134
H 0.940 -0.228 0.802
*
```

Results of the Mulliken charge analysis, in e, for atoms 1 through 8: -1.006 0.808 -1.286 -0.515 0.275 0.257 0.351 0.330

***

# C5H13NS

An isolated molecule of C5H13NS in a non-equilibrium geometry (ωB97M-V with the def2-TZVPD basis set, the OMol25 dataset).

HOMO-LUMO gap = 9.532 eV
E_LUMO = 0.73 eV
HOMO = -8.80 eV
relative energy (zero: lowest compared OMol25 entry of this formula, charge and spin) = 57.4 kcal per mole
SMILES = CNCCCCS
F_max = 4.24 eV Å⁻¹

Geometry as ORCA input:
```
! wB97M-V def2-TZVPD RIJCOSX def2/J DEFGRID3
* xyz 0 1
C -2.916 -0.029 -1.608
N -2.139 1.069 -1.105
C -0.800 1.216 -1.535
C 0.264 0.879 -0.411
C 0.567 -0.643 -0.311
C 1.860 -0.994 0.493
S 1.544 -0.512 2.223
H -2.378 -0.311 -2.642
H -2.831 -1.054 -1.075
H -4.019 0.173 -1.748
H -2.129 0.918 -0.144
H -0.621 0.405 -2.269
H -0.568 2.161 -1.862
H 0.037 1.245 0.618
H 1.278 1.234 -0.936
H -0.350 -1.131 0.279
H 0.782 -1.107 -1.249
H 2.779 -0.603 0.072
H 2.056 -2.184 0.706
H 2.375 -1.617 2.638
*
```

Results of the Mulliken charge analysis, in e, for atoms 1 through 8: -0.650 -0.351 -0.435 -0.596 -0.619 -0.680 -0.228 0.244

***

# C5H13NS

A cluster of 2 separate species, C5H13NS in total in a non-equilibrium geometry (ωB97M-V with the def2-TZVPD basis set, the OMol25 dataset).

HOMO-LUMO gap = 9.737 eV
E_LUMO = 0.80 eV
HOMO = -8.94 eV
relative energy (zero: lowest compared OMol25 entry of this formula, charge and spin) = 73.3 kcal per mole
SMILES = CN(C)S.C=CC
F_max = 3.20 eV Å⁻¹

Geometry as ORCA input:
```
! wB97M-V def2-TZVPD RIJCOSX def2/J DEFGRID3
* xyz 0 1
C -3.006 0.408 0.051
N -1.636 -0.085 -0.038
C -1.332 -1.140 0.939
S -1.062 -0.501 -1.571
H -3.044 0.748 1.106
H -3.128 1.293 -0.564
H -3.795 -0.405 -0.018
H -1.962 -2.105 0.836
H -0.299 -1.361 0.833
H -1.304 -0.567 1.995
H -1.766 -1.341 -2.377
C 3.155 -0.517 -0.735
C 2.137 0.119 -0.142
C 2.185 1.557 0.337
H 4.107 0.055 -1.126
H 3.112 -1.570 -0.981
H 1.059 -0.199 0.072
H 3.136 1.905 0.390
H 1.689 2.166 -0.331
H 1.753 1.539 1.322
*
```

Results of the Mulliken charge analysis, in e, for atoms 1 through 8: -0.759 -0.068 -0.845 -0.228 0.276 0.308 0.273 0.295

***

# C5H13NS

A cluster of 2 separate species, C5H13NS in total in a non-equilibrium geometry (ωB97M-V with the def2-TZVPD basis set, the OMol25 dataset).

HOMO-LUMO gap = 8.976 eV
E_LUMO = 0.78 eV
HOMO = -8.20 eV
relative energy (zero: lowest compared OMol25 entry of this formula, charge and spin) = 31.9 kcal per mole
SMILES = C=NC.CCCS
F_max = 1.19 eV Å⁻¹

Geometry as ORCA input:
```
! wB97M-V def2-TZVPD RIJCOSX def2/J DEFGRID3
* xyz 0 1
C -1.892 -0.971 -1.377
N -1.969 -0.502 -0.212
C -2.005 -1.461 0.900
H -1.881 -2.052 -1.532
H -1.859 -0.268 -2.206
H -2.292 -0.912 1.792
H -1.036 -1.935 1.053
H -2.737 -2.245 0.710
C 1.878 -0.379 0.208
C 1.674 0.923 -0.554
C 1.204 2.070 0.324
S -0.510 1.953 0.911
H 2.246 -0.237 1.223
H 2.518 -1.072 -0.347
H 0.937 -0.922 0.296
H 2.587 1.206 -1.087
H 0.933 0.764 -1.342
H 1.336 3.034 -0.170
H 1.864 2.169 1.194
H -0.994 0.838 0.216
*
```

Results of the Mulliken charge analysis, in e, for atoms 1 through 8: -0.365 -0.300 -0.964 0.285 0.305 0.266 0.321 0.406

***

# C5H13NS

A cluster of 2 separate species, C5H13NS in total in a non-equilibrium geometry (ωB97M-V with the def2-TZVPD basis set, the OMol25 dataset).

HOMO-LUMO gap = 4.046 eV
E_LUMO = -3.86 eV
HOMO = -7.90 eV
relative energy (zero: lowest compared OMol25 entry of this formula, charge and spin) = 138.6 kcal per mole
F_max = 2.38 eV Å⁻¹

Geometry as ORCA input:
```
! wB97M-V def2-TZVPD RIJCOSX def2/J DEFGRID3
* xyz 0 1
C 0.216 0.994 -1.751
C -0.911 -0.084 -1.596
S -0.168 -1.715 -2.103
C 0.906 1.546 -0.427
N -0.066 2.187 0.360
C -0.530 -0.877 2.049
C 0.356 -1.920 1.389
H -0.159 1.855 -2.323
H 0.943 0.557 -2.448
H -1.204 -0.141 -0.553
H -1.824 0.139 -2.199
H -0.138 3.155 0.006
H 1.230 0.574 -0.032
H 1.841 2.035 -0.713
H -0.680 -0.052 1.390
H -0.078 -0.500 2.984
H -1.535 -1.257 2.292
H 1.369 -1.561 1.262
H 0.441 -2.797 2.016
H -0.009 -2.136 0.396
*
```

Results of the Mulliken charge analysis, in e, for atoms 1 through 8: -0.709 -0.252 -0.210 -0.300 -0.371 -0.682 -0.629 0.291

***

Number 8 is which compound? C5H13NS

***

What did the first record say?
# C5H13NOS

A cluster of 2 separate species, C5H13NOS in total in a non-equilibrium geometry (ωB97M-V with the def2-TZVPD basis set, the OMol25 dataset).

HOMO-LUMO gap = 3.368 eV
E_LUMO = -3.85 eV
HOMO = -7.22 eV
relative energy (zero: lowest compared OMol25 entry of this formula, charge and spin) = 196.3 kcal per mole
F_max = 3.32 eV Å⁻¹

Geometry as ORCA input:
```
! wB97M-V def2-TZVPD RIJCOSX def2/J DEFGRID3
* xyz 0 1
C 1.125 -0.804 -0.450
C 2.333 -0.009 -1.043
S 3.441 0.642 0.251
C 0.135 -0.023 0.511
N -1.116 0.562 -0.038
C -2.173 -0.267 -0.541
C -3.353 -0.054 0.406
O -4.527 -0.481 -0.276
H 0.401 -1.094 -1.297
H 1.493 -1.695 0.009
H 2.002 0.876 -1.698
H 2.894 -0.599 -1.843
H 4.668 0.380 3.716
H 4.320 0.998 3.960
H 0.078 -0.559 1.533
H 0.801 0.853 0.820
H -2.463 0.098 -1.501
H -2.103 -1.485 -0.605
H -3.118 -0.863 1.182
H -3.517 0.954 0.744
H -4.886 -1.261 0.140
*
```

Results of the Mulliken charge analysis, in e, for atoms 1 through 8: -0.537 -0.706 -0.248 -0.335 -0.240 -0.198 -0.510 -0.508

***

F_max of number 5 (C5H13NS)? 3.50 eV Å⁻¹